A structure of composition C35H36BrF3N7O3RuSe2. Source: the Open Molecules 2025 dataset; level of theory: the ωB97M-V functional and the def2-TZVPD basis.

Each line ends with the Löwdin spin population.
Geometry (Å):
Ru -1.15819 -1.59583 0.07410  0.10
O -0.77565 -0.23635 5.18610  0.00
C -0.14958 1.00825 4.94379  0.00
C 0.13214 1.13987 3.43538  0.00
C 0.77372 2.52368 3.30911  0.00
O 1.22584 2.81352 1.99748  0.00
C 1.04411 0.00092 3.00823  0.00
Se 1.15031 -0.21003 1.06766  0.00
C -1.18160 0.97175 2.68867  0.00
Se -0.94148 0.93900 0.75147  0.01
H -0.90855 -0.35296 6.13050  0.00
H 0.79753 1.08411 5.49012  0.00
H -0.79459 1.83782 5.25736  0.00
H 1.61903 2.56138 4.00793  0.00
H 0.03861 3.26842 3.63748  0.00
H 1.52297 3.72767 1.97411  0.00
H 0.67076 -0.94394 3.39949  0.00
H 2.05781 0.15262 3.38710  0.00
H -1.87420 1.78318 2.92700  0.00
H -1.65377 0.03177 2.96617  0.00
C 0.97429 -4.37617 4.48394  0.06
C 1.37875 -4.04297 3.19849  0.00
C 0.50663 -3.41804 2.32197  0.05
C -0.79666 -3.09942 2.71397  0.01
C -1.20465 -3.45195 4.00738  0.05
C -0.32570 -4.07716 4.87460  0.00
N -1.66270 -2.45378 1.83103  0.31
N -2.95748 -2.58053 2.15588  0.17
C -3.73496 -1.97678 1.25853  0.04
C -5.14860 -2.01362 1.37367  0.04
C -5.92286 -1.36295 0.46090  0.01
C -5.30756 -0.62630 -0.57453  0.07
C -3.94048 -0.62650 -0.63910  0.00
N -3.15891 -1.29825 0.22441  0.08
H 1.65507 -4.86954 5.16548  0.00
H 2.38220 -4.28103 2.86633  0.00
H 0.83278 -3.18431 1.31976  0.00
H -2.21076 -3.21150 4.31699  0.00
H -0.66084 -4.33547 5.87203  0.00
H -5.56538 -2.57896 2.19507  0.00
H -7.00226 -1.40270 0.53311  0.00
H -5.87995 -0.06999 -1.30224  0.00
H -3.41191 -0.04756 -1.39351  0.00
C 5.33278 1.24961 1.07523  0.00
C 4.79020 1.48866 -0.30928  0.00
C 3.49839 1.96033 -0.50351  0.00
C 2.99078 2.18682 -1.77510  0.00
C 3.77261 1.92105 -2.89164  0.00
N 3.30939 2.12016 -4.21802  0.00
C 2.01137 2.23212 -4.66097  0.00
O 1.71147 2.90154 -5.62899  0.00
N 1.06064 1.54722 -3.92679  0.00
C 1.18176 0.29269 -3.30467  0.00
C 2.16839 -0.64180 -3.58512  0.00
C 2.13980 -1.84966 -2.90602  0.00
C 1.14162 -2.10345 -1.98317  0.00
N 0.20944 -1.18893 -1.69297  0.00
C 0.24274 -0.02313 -2.33629  0.00
C 5.07102 1.45513 -2.71299  0.00
C 5.57147 1.25102 -1.43786  0.00
H 4.55643 1.39692 1.82631  0.00
H 6.15414 1.93213 1.30178  0.00
H 5.71428 0.23247 1.18023  0.00
H 2.85626 2.14356 0.35085  0.00
H 1.98406 2.56696 -1.88604  0.00
H 3.96878 2.50911 -4.87371  0.00
H 0.12129 1.86947 -4.10720  0.00
H 2.93536 -0.43595 -4.31872  0.00
H 2.88888 -2.60498 -3.09862  0.00
H 1.07788 -3.04753 -1.46142  0.00
H -0.48952 0.72051 -2.04622  0.00
H 5.68563 1.24261 -3.58030  0.00
H 6.58517 0.88465 -1.32086  0.00
F -0.51552 -4.39225 -0.51101  0.00
C -1.48260 -3.42822 -0.76209  0.00
F -1.53091 -3.38279 -2.14710  0.00
F -2.64737 -4.04821 -0.42820  0.00
Br -1.53537 4.23450 -1.60984  0.00
C -2.42467 3.25394 -2.98018  0.00
C -3.28830 3.94141 -3.82382  0.00
C -3.90891 3.21509 -4.82212  0.00
C -3.65597 1.85462 -4.93227  0.00
C -2.78246 1.27586 -4.03119  0.00
N -2.16624 1.97184 -3.06666  0.00
H -3.45376 5.00104 -3.69938  0.00
H -4.58315 3.70803 -5.51029  0.00
H -4.12856 1.25357 -5.69597  0.00
H -2.57199 0.21291 -4.05123  0.00

Forces on the atoms, in the same order (eV/Å):
0.19 -0.64 0.56
-0.01 0.05 -0.01
-0.07 -0.21 0.01
0.03 0.06 0.06
0.00 0.06 0.03
-0.01 -0.05 0.04
0.33 -0.26 0.16
-0.32 0.24 -0.14
-0.49 0.22 0.10
0.72 -0.15 0.21
0.01 -0.01 0.00
0.01 -0.01 0.00
0.01 0.02 0.00
0.00 0.00 0.02
-0.02 0.01 -0.04
0.00 0.02 0.00
-0.04 0.03 0.03
0.04 0.02 -0.15
0.03 0.04 -0.12
0.04 -0.03 0.01
-0.02 0.01 -0.01
0.01 0.04 0.00
0.10 0.04 -0.05
0.05 -0.12 0.15
-0.01 0.03 0.10
-0.01 0.02 -0.01
-0.61 0.12 0.01
0.44 0.08 -0.09
-0.13 0.25 0.02
0.06 -0.03 0.09
0.04 0.08 -0.09
-0.04 0.00 0.13
0.13 0.14 -0.11
0.07 -0.34 -0.68
0.00 0.00 0.00
-0.01 -0.01 -0.01
-0.04 -0.06 -0.03
0.01 -0.02 -0.02
-0.01 0.00 0.00
-0.02 -0.01 -0.03
0.00 0.00 0.01
-0.03 0.00 0.02
-0.03 -0.22 0.02
-0.03 -0.01 -0.03
0.05 0.00 -0.02
-0.04 0.05 -0.01
0.04 0.07 0.08
-0.04 0.02 -0.05
0.08 -0.02 -0.05
0.07 0.00 0.11
0.01 0.00 0.03
-0.10 -0.09 -0.12
0.08 0.14 -0.05
-0.02 -0.09 -0.06
0.02 0.05 0.00
0.00 0.06 -0.04
-0.46 0.20 -0.22
-0.02 0.10 0.32
0.01 -0.05 0.01
-0.02 -0.01 0.02
-0.01 0.01 -0.01
0.00 0.00 0.00
0.00 0.00 0.00
0.07 0.01 -0.04
0.02 0.01 0.01
-0.01 0.05 0.03
-0.01 -0.07 -0.01
0.00 0.00 0.00
-0.01 0.00 -0.01
-0.01 -0.01 0.01
-0.07 -0.06 -0.14
0.00 0.00 0.00
0.00 0.00 0.00
0.02 0.01 -0.04
0.07 0.21 0.01
0.02 -0.04 0.04
-0.01 -0.03 0.07
0.01 -0.14 -0.06
-0.07 0.23 -0.08
0.03 0.02 0.03
-0.01 0.02 -0.04
0.00 -0.06 0.02
-0.06 0.06 0.11
-0.01 -0.07 0.01
0.00 -0.01 0.01
0.00 -0.01 0.01
0.01 0.00 0.00
0.06 -0.03 -0.05

Properties
Net charge: 0
Strongest force on any atom (Eh/bohr): 0.0169
⟨S²⟩: 0.773
E_HOMO (alpha / beta) (eV): -5.647 / -6.847
Energy above the lowest of the compared OMol25 structures with the same formula, charge and spin (kcal per mole): 11.6
Spin multiplicity: 2